A 8-piece molecular cluster, C21H61N10O8 overall, computed with the ωB97M-V functional and the def2-TZVPD basis.

Calculated values
- energy above the lowest of the compared OMol25 structures with the same formula, charge and spin (eV) = 0.000
- lowest unoccupied orbital energy (eV) = 2.119
- HOMO energy (Ha) = -0.145

Structure (ORCA input):
```
! RIJCOSX wB97M-V def2-TZVPD def2/J DEFGRID3
* xyz -1 1
C -1.589 -1.171 -0.451
C -0.831 -0.636 0.761
O -0.559 -1.522 1.749
H -1.163 -2.064 -0.902
H -1.754 -0.339 -1.152
H -2.618 -1.447 -0.162
H -1.372 0.253 1.165
H 0.124 -0.192 0.351
C -1.064 2.856 -0.804
C -0.625 3.490 -2.120
C 0.830 3.901 -2.163
O 1.057 4.648 -3.328
C 2.307 5.249 -3.319
N -0.963 2.626 -3.296
H -0.630 1.883 -0.584
H -2.148 2.731 -0.843
H -0.849 3.658 -0.096
H -1.175 4.411 -2.366
H 1.512 3.041 -2.115
H 0.990 4.498 -1.255
H 2.488 5.880 -4.188
H 3.108 4.486 -3.397
H 2.534 5.823 -2.414
H -0.769 3.103 -4.169
H -1.958 2.435 -3.308
C 3.841 0.216 7.226
C 2.712 0.385 6.179
C 3.052 -0.422 4.941
O 2.171 -0.178 3.896
C 2.584 -0.833 2.714
N 1.404 -0.018 6.664
H 4.819 0.186 6.747
H 3.639 -0.610 7.905
H 3.816 1.113 7.855
H 2.672 1.443 5.912
H 3.035 -1.496 5.213
H 4.100 -0.223 4.657
H 3.545 -0.390 2.399
H 1.809 -0.699 1.963
H 2.737 -1.912 2.838
H 1.427 -0.987 6.966
H 1.068 0.502 7.465
C -3.343 -4.853 -3.501
C -3.385 -3.528 -4.239
C -3.667 -2.337 -3.368
O -4.991 -2.499 -2.862
C -5.309 -1.523 -1.911
N -2.042 -3.337 -4.867
H -2.429 -4.889 -2.911
H -3.273 -5.639 -4.257
H -4.251 -5.014 -2.925
H -4.058 -3.549 -5.102
H -3.708 -1.437 -4.003
H -2.922 -2.185 -2.579
H -6.335 -1.646 -1.558
H -5.253 -0.502 -2.309
H -4.697 -1.628 -1.008
H -1.975 -2.450 -5.359
H -1.886 -4.026 -5.594
C 1.757 2.313 1.227
C 2.932 3.079 1.799
C 3.362 4.138 0.796
O 4.439 4.913 1.307
C 5.117 5.626 0.313
N 2.621 3.683 3.083
H 0.883 2.945 1.104
H 1.476 1.507 1.908
H 1.990 1.777 0.302
H 3.785 2.419 1.967
H 2.533 4.835 0.593
H 3.678 3.700 -0.162
H 4.550 6.514 -0.011
H 5.362 5.052 -0.588
H 6.041 5.979 0.773
H 2.092 4.541 3.098
H 3.459 3.816 3.627
C 0.724 -0.697 -3.656
O 1.457 -1.593 -4.057
N -0.642 -0.740 -3.754
N 1.214 0.421 -3.027
H -1.094 -1.628 -3.902
H -1.167 0.021 -3.360
H 0.561 1.047 -2.586
H 2.209 0.424 -2.915
C 0.056 -4.882 0.965
O -0.030 -6.085 0.694
N 0.573 -3.953 0.093
N -0.442 -4.308 2.093
H 0.810 -4.265 -0.828
H 0.431 -2.982 0.358
H -0.838 -4.910 2.786
H -0.352 -3.289 2.156
C -5.010 -4.100 0.879
O -5.194 -4.260 2.071
N -3.742 -4.009 0.341
N -6.037 -4.075 -0.033
H -2.937 -4.038 0.946
H -3.605 -3.494 -0.513
H -5.873 -3.737 -0.965
H -6.942 -4.341 0.300
*
```

Löwdin atomic charge list, values in e, 2 entries:
1. C -0.125
2. C -0.542